67
Properties=species:S:1:pos:R:3 method="wB97M-V/def2-TZVPD" multiplicity=1 fmax_ha_per_bohr=0.09835 lumo_energy_ha=-0.00506 e_above_lowest_kcal_mol=89.1 orbital_gap_ev=7.95 e_tot_ha=-3423.7546 total_charge=0
Hg 0.39960 -0.42693 0.14705
C 3.58617 -1.07696 0.22173
O 3.04212 -0.55352 1.50005
O 2.51780 -1.62531 -0.44722
C 4.49612 0.01005 -0.46700
F 5.39661 -0.36624 -1.31400
F 3.75685 0.83070 -1.13128
F 5.05146 0.85761 0.41452
C 3.82523 -0.21865 2.65112
C 2.87973 0.13933 3.76989
H 3.42078 0.40456 4.67819
H 2.30058 1.01165 3.46698
H 2.15586 -0.67355 3.82776
H 4.47030 0.65293 2.54008
H 4.48377 -1.03366 2.95141
H 4.24089 -1.84388 0.63560
C -3.29357 -0.15436 2.90850
F -3.92890 -0.00004 4.09207
F -3.63558 -1.29593 2.31180
F -3.74905 0.78519 2.12490
S -1.28164 0.00575 3.16950
O -0.97877 1.33314 2.68291
O -0.88551 -0.16371 4.61022
N -0.58641 -1.17864 2.03946
S -0.60257 -2.48945 2.93705
O 0.67645 -2.67166 3.60540
O -1.79400 -2.68098 3.66861
C -0.78270 -3.82287 1.54813
F 0.25123 -3.82269 0.69474
F -0.86738 -5.02244 2.03350
F -1.86129 -3.47440 0.91542
O 0.74065 0.39106 -2.10644
C 0.69229 0.58154 -3.31610
N 1.79396 0.62239 -4.03784
C -0.65687 0.72495 -4.06317
H 1.86381 1.01213 -4.96699
H 2.60972 0.22780 -3.59181
H -0.47198 0.55776 -5.12428
H -0.93343 1.77898 -4.03792
H -1.52980 0.14407 -3.76538
O 1.22067 1.71549 0.63995
C 1.24828 2.89281 0.58118
N 1.49561 3.53055 1.72150
C 1.09536 3.61302 -0.75620
H 1.15881 4.48185 1.76276
H 1.46297 2.96651 2.55870
H 1.98824 3.61478 -1.38138
H 0.53061 4.53643 -0.62784
H 0.42175 3.01867 -1.37353
O -1.84230 0.82869 -0.42447
C -2.62338 1.62041 -0.91554
N -2.46171 2.92328 -0.76917
C -3.73164 1.18184 -1.81484
H -1.85968 3.21681 -0.01320
H -2.75331 3.55328 -1.50277
H -4.26824 1.97879 -2.32965
H -4.45462 0.80194 -1.09297
H -3.27762 0.57802 -2.60056
O -1.03803 -1.71103 -1.16329
C -1.76846 -2.43094 -1.88258
N -1.22449 -3.17106 -2.83836
C -3.28168 -2.50400 -1.86011
H -0.24185 -2.96303 -2.94435
H -1.70309 -3.98571 -3.19526
H -3.72054 -2.45377 -2.85660
H -3.68692 -1.78339 -1.14976
H -3.49744 -3.52617 -1.54912